Molecular formula: C24H42F4IrN2Si
Method: DFT, ωB97M-V with the def2-TZVPD basis set

XYZ file:
```
74
Properties=species:S:1:pos:R:3:forces:R:3:lowdin_spin:R:1
Ir -0.176061 0.897018 0.442409 -0.64 0.69 -0.13 2.041
C -3.717684 2.515000 -2.024774 -0.01 -0.03 0.05 0.002
C -2.571586 1.674151 -1.474520 -0.06 0.11 0.02 0.001
N -2.279729 1.837607 -0.024218 -0.03 -0.24 0.51 0.115
C -3.437403 1.375958 0.812421 0.08 0.11 -0.02 0.009
C -3.093689 0.963772 2.241839 0.06 0.36 -0.11 0.014
C -1.928428 3.227931 0.338354 -0.06 -0.11 0.04 0.013
C -0.698507 3.695132 -0.391624 0.55 -0.05 0.07 0.035
N 0.414477 2.761046 -0.145443 0.33 -0.48 -0.40 0.277
C 1.718223 3.087618 -0.558040 -0.32 -0.04 0.31 0.014
C 2.791823 2.395674 0.024413 -0.36 0.31 -0.12 0.033
F 2.526303 1.513548 0.990615 -0.20 -0.25 0.66 0.052
C 4.103313 2.603788 -0.307592 0.20 0.01 -0.06 -0.002
F 5.044867 1.886194 0.308444 0.03 -0.06 0.06 -0.004
C 4.449140 3.545507 -1.246818 0.39 0.10 -0.14 0.034
C 3.427928 4.263156 -1.818792 0.08 0.09 -0.04 -0.003
F 3.706396 5.192509 -2.730056 0.00 0.08 -0.09 -0.004
C 2.100919 4.056823 -1.491468 -0.13 -0.17 0.03 0.028
F 1.199126 4.801328 -2.134704 -0.39 0.08 -0.07 0.008
H -3.797290 2.333524 -3.098396 -0.02 0.01 0.08 0.000
H -3.554907 3.584641 -1.888342 0.01 -0.02 -0.03 0.000
H -4.673574 2.249295 -1.569451 0.05 0.03 -0.03 0.000
H -1.655509 1.882141 -2.028425 0.03 -0.01 0.06 -0.002
H -2.793671 0.619420 -1.624626 0.03 -0.08 0.00 0.000
H -3.880120 0.523117 0.304402 -0.06 0.04 -0.10 0.000
H -4.185628 2.174828 0.835227 -0.04 -0.06 -0.08 0.003
H -2.217587 0.320215 2.238641 0.12 -0.12 0.04 0.014
H -3.921033 0.398760 2.680483 0.05 0.12 -0.11 0.000
H -2.893328 1.819187 2.895124 0.00 -0.11 -0.12 0.001
H -1.751442 3.254350 1.414971 0.00 -0.03 0.02 0.002
H -2.749985 3.914196 0.126585 -0.13 0.00 -0.01 0.003
H -0.451448 4.689048 -0.025288 0.13 0.16 0.04 0.007
H -0.906383 3.796322 -1.453141 0.03 0.02 -0.20 0.006
H 5.483959 3.722954 -1.516999 -0.14 -0.01 0.02 0.002
C -1.342874 -2.362379 -2.043512 0.05 0.03 -0.18 0.011
C -1.114170 -2.490052 -0.523892 -0.33 -0.19 0.28 0.050
C -0.868709 -3.953496 -0.129872 -0.05 -0.13 -0.04 0.005
C -2.378975 -1.984788 0.192821 -0.15 0.03 -0.08 0.017
Si 0.294441 -1.310712 -0.136350 0.34 0.33 0.02 0.222
C 0.654051 -2.075206 2.670737 0.11 0.09 -0.13 0.507
C -0.723570 -2.172450 3.241175 0.05 -0.05 0.12 0.074
C 1.408034 -0.805707 2.940001 0.13 -0.10 -0.05 0.124
C 1.412604 -3.367104 2.596899 -0.03 0.07 0.10 0.079
C 1.916057 -1.674791 -1.038957 0.28 -0.13 0.20 0.023
C 3.155692 -1.241727 -0.234656 0.05 0.20 -0.16 0.005
C 2.118427 -3.128218 -1.483160 0.16 0.03 -0.08 0.002
C 1.813547 -0.759335 -2.279058 -0.14 0.09 -0.21 0.004
H -2.254482 -2.912939 -2.308588 0.08 0.08 0.02 0.003
H -0.520315 -2.780618 -2.634745 -0.21 0.07 0.13 0.000
H -1.485157 -1.315031 -2.355203 0.01 -0.23 0.07 0.000
H -1.743335 -4.550727 -0.422106 0.12 0.07 0.04 0.001
H -0.745039 -4.066038 0.954075 -0.07 0.03 -0.30 0.001
H 0.006425 -4.390197 -0.620530 -0.19 0.10 0.12 0.000
H -3.215533 -2.665321 -0.016939 0.09 0.10 0.01 0.000
H -2.663702 -0.985910 -0.165977 0.13 -0.31 0.08 0.006
H -2.254964 -1.931681 1.279612 -0.10 0.03 -0.36 0.003
H -1.207333 -1.199423 3.339271 0.02 -0.05 -0.04 0.003
H -0.657284 -2.605673 4.253495 0.02 0.09 -0.09 0.026
H -1.368515 -2.844272 2.671474 0.10 -0.02 0.16 0.010
H 0.912518 0.093437 2.523676 0.04 -0.30 0.14 0.046
H 2.425272 -0.844176 2.540069 -0.14 0.07 0.08 0.001
H 1.472473 -0.620272 4.023960 0.01 -0.11 -0.07 0.030
H 0.767715 -4.200511 2.311676 0.10 0.07 0.05 0.003
H 1.816075 -3.608170 3.595901 -0.06 0.07 -0.11 0.031
H 2.266095 -3.332936 1.920916 0.03 0.06 -0.03 0.007
H 3.350804 -1.899188 0.612293 -0.04 -0.03 0.04 0.000
H 3.085287 -0.213387 0.132954 0.02 -0.44 -0.13 0.003
H 4.035181 -1.299212 -0.891150 -0.13 0.00 0.08 0.000
H 2.226550 -3.804605 -0.630241 -0.03 0.06 -0.07 0.000
H 3.048981 -3.183360 -2.062971 -0.11 -0.03 0.06 0.001
H 1.316635 -3.499737 -2.123153 0.09 0.02 0.05 0.000
H 1.689121 0.297538 -2.003204 0.06 -0.18 -0.05 0.001
H 0.978358 -1.037750 -2.938744 0.23 0.09 0.12 0.000
H 2.742122 -0.849639 -2.859191 -0.14 0.00 0.08 0.001
```
Forces are in eV/Å.

Results
- Net charge: +1
- Spin multiplicity: 5
- Expectation value of S²: 6.02
- Kohn-Sham gap (alpha / beta): 7.7 / 6.3 eV
- Total energy: -1842.10153 hartree


Molecular formula: C19H30Cl2F5N3NiO4S
Method: DFT, ωB97M-V with the def2-TZVPD basis set

XYZ file:
```
65
Properties=species:S:1:pos:R:3:forces:R:3:mulliken_charge:R:1
Ni -0.241164 -0.132549 0.063977 -0.11 0.32 -0.38 -0.167
C -2.789621 0.051424 -1.702579 0.07 0.02 0.03 -1.401
N -1.589176 -0.771655 -1.442948 -0.03 -0.05 -0.03 1.016
C -2.056121 -2.158807 -1.220840 0.01 0.04 0.02 -1.143
C -0.792910 -0.729017 -2.692628 -0.06 0.01 0.01 -1.128
C 0.565251 -1.334282 -2.473647 0.03 -0.04 0.04 -0.889
N 1.213830 -0.646968 -1.350349 0.15 0.03 0.06 1.360
C 1.742360 0.662202 -1.790092 -0.01 -0.01 -0.01 -1.091
C 2.345202 -1.460928 -0.875848 -0.16 -0.08 0.07 -0.399
H -3.222683 -0.233608 -2.667448 0.00 0.01 0.00 0.415
H -2.522092 1.106146 -1.722578 -0.01 0.00 0.02 0.355
H -3.529984 -0.117874 -0.933423 0.00 0.00 0.00 0.380
H -2.629711 -2.493769 -2.092466 0.00 -0.01 0.01 0.367
H -2.689574 -2.185285 -0.340263 0.00 0.00 0.01 0.251
H -1.221566 -2.832963 -1.054633 0.04 -0.01 0.00 0.194
H -0.706821 0.315309 -2.994368 0.01 0.00 0.01 0.495
H -1.333823 -1.251527 -3.489982 0.01 -0.01 0.00 0.454
H 1.179694 -1.268390 -3.379490 -0.02 0.02 -0.01 0.436
H 0.477998 -2.390919 -2.219758 0.00 0.00 0.01 0.406
H 2.429086 0.522995 -2.633534 0.01 -0.01 0.00 0.429
H 2.259753 1.129608 -0.957839 0.01 -0.01 -0.01 0.145
H 0.932901 1.323316 -2.095907 0.00 0.00 0.00 0.207
H 3.083038 -1.580092 -1.678868 -0.01 0.00 0.02 0.451
H 1.985606 -2.445183 -0.581952 0.01 0.04 -0.02 -0.293
H 2.801815 -0.983136 -0.016119 -0.01 0.04 0.01 -0.282
Cl 0.902315 -4.550470 0.525436 -0.03 -0.10 -0.02 -0.188
C 0.764591 -3.455988 1.913383 -0.10 0.20 0.09 0.074
Cl -0.578863 -2.314408 1.724592 -0.06 -0.34 0.12 -0.013
H 1.658871 -2.851015 2.005872 0.02 -0.03 -0.04 -0.159
H 0.569768 -4.048859 2.798122 0.01 -0.04 -0.02 0.435
C 5.684331 2.024230 -2.168643 0.02 0.00 -0.01 -1.319
C 5.687432 1.650616 -0.712222 -0.01 -0.03 0.03 0.659
C 6.155110 2.527392 0.256758 -0.01 0.02 0.00 -0.663
C 6.155634 2.178589 1.603248 -0.04 0.08 0.00 -0.299
C 5.680833 0.938691 1.984158 0.05 -0.09 -0.04 -0.315
C 5.216085 0.040680 1.028302 0.01 -0.05 0.00 -0.507
C 5.219366 0.398359 -0.305163 0.05 0.07 -0.04 -0.374
S 5.645671 0.467827 3.697257 0.05 0.02 -0.10 1.357
O 6.026423 1.627841 4.448864 0.00 0.00 0.01 -0.722
O 6.363336 -0.768075 3.804137 -0.04 -0.01 -0.02 -0.725
N 4.103118 0.132530 4.039185 -0.05 0.02 0.22 -0.154
C 3.085719 1.179377 4.119637 0.02 0.03 -0.06 -1.209
C 2.457763 1.544919 2.781038 0.01 0.05 0.01 -0.181
C 1.821427 0.383000 2.038080 0.15 -0.07 0.04 0.725
O 2.018748 -0.784285 2.393142 -0.02 0.05 -0.03 -0.796
O 1.143968 0.748617 1.013448 0.04 0.03 -0.13 -0.737
H 6.027369 3.047103 -2.315725 0.00 0.00 0.00 0.368
H 4.681741 1.940154 -2.592307 -0.01 0.00 0.00 0.200
H 6.338053 1.364174 -2.741626 0.00 0.00 0.00 0.339
H 6.522284 3.502332 -0.040252 0.00 0.00 0.00 0.337
H 6.506511 2.869280 2.357928 0.02 -0.02 0.01 0.503
H 4.849436 -0.933380 1.329978 0.02 0.00 0.03 0.485
H 4.858077 -0.303223 -1.049172 0.07 0.06 0.03 0.569
H 3.761500 -0.729389 3.631639 0.00 -0.01 -0.04 0.301
H 3.550545 2.058386 4.564138 0.01 -0.02 0.02 0.429
H 2.324101 0.829545 4.816917 -0.02 -0.02 -0.05 0.369
H 3.208494 1.978036 2.113530 -0.03 0.01 -0.02 0.059
H 1.696208 2.314670 2.915919 -0.03 -0.02 0.03 0.463
F -1.318162 2.196660 1.022400 0.00 0.00 -0.01 -0.340
C -1.419191 0.854388 1.325687 -0.07 -0.12 0.15 0.811
F -0.896760 0.719916 2.595516 -0.01 -0.03 -0.02 -0.221
C -2.935778 0.622168 1.569760 0.01 0.03 0.03 0.673
F -3.328411 0.959958 2.799523 0.02 0.01 -0.06 -0.290
F -3.245615 -0.686139 1.405588 0.01 0.02 0.01 -0.246
F -3.698335 1.324312 0.715115 0.02 -0.02 0.03 -0.264
```
Forces are in eV/Å.

Results
- Net charge: 0
- Kohn-Sham gap (alpha / beta): 9.4 / 9.4 eV
- Total energy: -4533.45767 hartree